No. 1
ORCA calculation (ωB97M-V/def2-TZVPD) on the molecule C8H11PSi2 at a distorted geometry.

CARTESIAN COORDINATES (ANGSTROEM)
P1 -1.916 -0.155 1.107
Si1 2.413 0.680 0.690
Si2 0.132 0.359 3.503
C1 0.536 -0.129 -1.987
C2 -0.202 0.072 1.608
C3 -2.221 -0.550 -1.683
C4 -1.404 -0.470 -0.554
C5 0.655 0.214 0.526
C6 -0.255 -0.382 -3.123
C7 -1.588 -0.541 -2.956
C8 -0.068 -0.166 -0.701
H1 0.124 -0.159 -4.174
H2 1.565 0.322 -2.071
H3 -3.346 -0.479 -1.597
H4 0.978 -0.921 3.633
H5 3.390 0.258 -0.555
H6 0.983 1.362 4.057
H7 3.199 0.324 1.939
H8 -2.169 -1.550 1.623
H9 -2.269 -0.542 -3.852
H10 -1.123 0.420 4.118
H11 2.586 2.032 0.448

For the total energy, the calculation gives -33515.5473 eV. As for the structure (SMILES): [SiH3]c1[pH]c2ccccc2c1[SiH3]. The largest force on an atom comes out at 3.81 eV Å⁻¹.

Mulliken atomic charge list, values in e, 5 entries:
1. P -0.250
2. Si 0.469
3. Si 0.333
4. C -0.335
5. C 0.111

---

No. 2
ORCA calculation (ωB97M-V/def2-TZVPD) on the ion C6H15N5S with charge +2 at a distorted geometry.

CARTESIAN COORDINATES (ANGSTROEM)
S1 -0.759 0.001 2.329
N1 2.333 -0.054 1.208
N2 1.430 1.847 0.300
N3 -1.073 0.474 0.646
N4 2.127 -2.237 0.477
N5 0.718 -0.674 -0.414
C1 2.404 1.368 0.974
C2 -2.498 -0.377 2.813
C3 1.743 -0.965 0.451
C4 -0.685 0.703 -1.724
C5 -0.339 0.182 -0.424
C6 -0.283 -0.100 -3.022
H1 1.451 2.802 0.024
H2 -2.460 -0.251 3.868
H3 2.964 -0.681 1.674
H4 0.699 -1.373 -1.185
H5 1.716 -2.970 -0.115
H6 0.765 -0.177 -3.209
H7 -3.229 0.306 2.442
H8 -0.401 -1.166 -2.886
H9 -1.777 1.159 -1.742
H10 2.995 -2.534 0.963
H11 3.321 1.664 1.380
H12 -2.631 -1.390 2.541
H13 -0.822 0.148 -3.921
H14 -1.720 1.285 0.678
H15 -0.144 1.728 -1.806

For the total energy, the calculation gives -24733.3844 eV. As for the structure (SMILES): [H]/N=C/NC(=[NH2+])N/C(CC)=[NH+]\SC. The largest force on an atom comes out at 4.73 eV Å⁻¹. As for the total charge: +2.

Mulliken atomic charge list, values in e, 5 entries:
1. S 0.071
2. N -0.069
3. N -0.335
4. N -0.224
5. N -0.399

---

No. 3
ORCA calculation (ωB97M-V/def2-TZVPD) on a structure of composition C7H8N2 at a distorted geometry.

CARTESIAN COORDINATES (ANGSTROEM)
N1 0.770 -1.769 -0.318
N2 1.085 -2.875 -0.549
C1 0.747 0.488 0.520
C2 -0.553 -0.604 -1.165
C3 -0.360 0.683 -0.447
C4 1.329 -0.789 0.478
C5 -2.097 -0.473 -1.547
C6 1.399 1.511 1.410
C7 -1.599 -0.322 -0.182
H1 -2.766 -1.305 -1.839
H2 1.992 1.072 2.284
H3 0.772 2.408 1.676
H4 2.072 -1.026 1.254
H5 2.027 1.950 0.697
H6 -0.792 1.608 -0.723
H7 -2.244 0.358 -2.225
H8 -1.782 -0.915 0.674

For the total energy, the calculation gives -10361.6531 eV. The largest force on an atom comes out at 4.77 eV Å⁻¹.

Mulliken atomic charge list, values in e, 5 entries:
1. N 0.658
2. N -0.896
3. C 0.626
4. C 0.263
5. C -0.486

---

No. 4
ORCA calculation (ωB97M-V/def2-TZVPD) on a structure of composition C42H50CrIN3O3PSi at a distorted geometry.

CARTESIAN COORDINATES (ANGSTROEM)
I1 -3.212 7.687 5.967
Cr1 -1.534 -1.811 -0.526
P1 0.867 -2.070 0.271
Si1 -1.099 -1.142 -3.753
O1 4.069 8.218 1.765
O2 2.230 6.829 3.614
O3 1.688 4.682 2.815
N1 -1.308 3.956 4.886
N2 -0.287 4.843 4.782
N3 -1.594 -0.650 -2.120
C1 2.358 5.935 2.814
C2 -2.341 -3.231 0.880
C3 4.453 -0.402 -0.674
C4 2.356 -6.323 1.512
C5 -4.533 -0.221 0.283
C6 1.425 -3.706 0.795
C7 -2.960 -1.997 1.350
C8 -2.408 1.675 -2.591
C9 -2.910 -3.548 -0.407
C10 -1.087 3.550 -1.729
C11 -3.714 -1.496 0.222
C12 4.250 4.506 -0.186
C13 -2.584 -0.664 -4.916
C14 0.995 -1.126 1.856
C15 -2.363 4.593 5.451
C16 -0.469 2.687 -0.813
C17 2.346 -1.608 -0.655
C18 1.374 -6.189 0.551
C19 2.871 -5.183 2.129
C20 -2.016 3.031 -2.625
C21 2.720 -2.273 -1.825
C22 5.069 6.761 0.102
C23 -4.697 -2.395 -1.931
C24 -1.121 -3.050 -3.552
C25 0.580 -0.575 -4.224
C26 3.988 -2.114 -2.398
C27 0.895 -4.853 0.197
C28 3.242 -0.668 -0.078
C29 -2.114 6.017 5.580
C30 3.266 5.915 1.631
C31 -0.550 1.265 -1.015
C32 3.363 4.735 0.869
C33 -1.672 -4.124 1.882
C34 -0.770 6.070 5.225
C35 4.173 6.958 1.191
C36 2.399 -3.928 1.790
C37 4.879 -1.162 -1.797
C38 -2.820 -4.849 -1.090
C39 -2.921 -1.398 2.713
C40 -1.564 0.744 -1.917
C41 -3.711 -2.433 -0.848
C42 5.001 5.584 -0.634
H1 -4.389 0.343 -0.642
H2 0.113 0.569 -0.555
H3 -3.216 1.225 -3.174
H4 -1.819 -4.989 -1.509
H5 2.857 -3.123 2.302
H6 -1.400 -5.134 1.520
H7 5.200 0.262 -0.165
H8 0.676 0.467 -4.564
H9 2.853 0.012 0.722
H10 3.528 -5.296 2.999
H11 2.581 -7.333 1.866
H12 2.069 -3.057 -2.184
H13 0.861 -7.048 0.152
H14 -4.231 0.326 1.191
H15 5.788 7.528 -0.121
H16 -3.945 -1.184 3.097
H17 -0.007 3.203 -0.028
H18 -1.138 -3.523 -4.548
H19 0.932 4.889 3.523
H20 2.109 -1.017 2.120
H21 -0.756 -3.633 2.299
H22 0.544 -0.076 1.809
H23 -3.535 -0.376 -4.455
H24 -5.411 -3.239 -1.845
H25 4.295 -2.795 -3.189
H26 2.629 3.938 1.037
H27 -2.245 0.129 -5.555
H28 -3.419 -4.763 -2.028
H29 1.195 -0.807 -3.369
H30 4.735 8.846 1.497
H31 -0.178 -3.405 -3.054
H32 5.549 5.517 -1.563
H33 -0.112 6.921 5.355
H34 -2.305 -2.018 3.408
H35 -1.971 -3.363 -3.013
H36 -0.919 4.623 -1.803
H37 0.046 -4.843 -0.427
H38 -2.858 -1.451 -5.654
H39 -4.180 -2.474 -2.915
H40 -3.292 4.039 5.711
H41 5.858 -0.987 -2.266
H42 -3.257 -5.719 -0.589
H43 -2.673 3.712 -3.164
H44 -2.406 -0.429 2.731
H45 0.944 -1.150 -5.074
H46 -5.648 -0.449 0.404
H47 4.417 3.482 -0.563
H48 -2.339 -4.276 2.755
H49 0.591 -1.714 2.659
H50 -5.222 -1.415 -1.960

For the total energy, the calculation gives -108663.1607 eV. The largest force on an atom comes out at 4.11 eV Å⁻¹. The spin multiplicity is 4.

Mulliken atomic charge list, values in e, 5 entries:
1. I 0.013
2. Cr -0.631
3. P 1.570
4. Si 0.519
5. O -0.471

---

No. 5
ORCA calculation (ωB97M-V/def2-TZVPD) on the molecule C26H33N5O4 at a distorted geometry.

CARTESIAN COORDINATES (ANGSTROEM)
O1 3.403 -1.428 -1.739
O2 3.049 0.329 2.380
O3 -3.361 -1.967 -0.099
O4 -0.646 -2.624 -0.437
N1 0.616 2.035 -1.700
N2 -3.952 1.369 -0.416
N3 3.422 -1.609 0.511
N4 -0.660 2.950 -0.026
N5 1.164 1.025 1.336
C1 -2.469 -1.634 0.881
C2 -2.889 1.299 -0.852
C3 4.007 -1.641 -0.707
C4 2.172 1.173 -3.309
C5 -0.545 2.047 -1.047
C6 -0.562 -1.041 2.828
C7 2.080 -1.121 0.726
C8 0.815 1.182 -2.692
C9 -1.313 2.611 1.222
C10 0.378 3.947 0.125
C11 1.573 3.413 0.927
C12 -1.377 -3.693 -1.003
C13 2.164 0.160 1.563
C14 1.104 2.345 1.931
C15 -0.179 -1.723 1.680
C16 -1.125 -2.012 0.692
C17 -2.543 -0.533 -2.992
C18 -1.420 0.325 -2.513
C19 5.476 -2.004 -0.660
C20 -0.178 0.301 -3.118
C21 -2.823 -0.950 2.037
C22 -4.731 -1.693 0.108
C23 -0.319 2.662 2.398
C24 -1.875 -0.652 3.001
C25 1.243 -2.165 1.494
C26 -1.619 1.210 -1.438
H1 -0.310 3.656 2.849
H2 0.024 -0.383 -3.926
H3 -0.632 1.947 3.157
H4 -2.248 -3.348 -1.562
H5 1.267 -3.094 0.923
H6 -2.143 3.306 1.404
H7 0.697 4.260 -0.868
H8 -2.177 -0.123 3.892
H9 2.720 2.066 -3.023
H10 -4.914 -0.615 0.141
H11 4.001 -1.612 1.340
H12 -2.939 -1.127 -2.171
H13 5.616 -2.936 -0.117
H14 -0.682 -4.187 -1.682
H15 -2.209 -1.196 -3.787
H16 -0.078 4.799 0.637
H17 -1.734 1.607 1.150
H18 -3.841 -0.632 2.185
H19 1.635 -0.936 -0.256
H20 2.106 1.107 -4.392
H21 0.533 0.832 0.576
H22 -5.097 -2.168 1.022
H23 2.298 2.960 0.252
H24 6.030 -1.217 -0.153
H25 -1.702 -4.400 -0.235
H26 0.176 -0.827 3.585
H27 2.712 0.295 -2.948
H28 1.787 2.311 2.786
H29 -5.244 -2.120 -0.753
H30 1.709 -2.328 2.468
H31 2.059 4.234 1.453
H32 5.854 -2.113 -1.672
H33 -3.357 0.089 -3.367

For the total energy, the calculation gives -43139.5769 eV. As for the structure (SMILES): COc1cccc(C[C@H](NC(C)=O)C(=O)NC2CCN(c3nc(C)cc(C)c3C#N)CC2)c1OC. The largest force on an atom comes out at 1.20 eV Å⁻¹.

Mulliken atomic charge list, values in e, 5 entries:
1. O -0.660
2. O -0.759
3. O -0.311
4. O -0.246
5. N 0.090

---

No. 6
ORCA calculation (ωB97M-V/def2-TZVPD) on a cluster of 2 separate species, C2H3BrCl2O in total at a distorted geometry.

CARTESIAN COORDINATES (ANGSTROEM)
Br1 2.262 0.279 0.625
Cl1 -1.436 1.375 0.706
Cl2 -2.074 -1.028 -0.963
O1 -0.781 -1.151 1.126
C1 1.130 0.422 -0.911
C2 -0.935 -0.259 0.153
H1 0.687 1.337 -0.953
H2 1.446 -0.108 -1.725
H3 -0.299 -0.868 1.942

For the total energy, the calculation gives -99254.3175 eV. The largest force on an atom comes out at 5.09 eV Å⁻¹.

Mulliken atomic charge list, values in e, 5 entries:
1. Br -0.103
2. Cl -0.140
3. Cl -0.150
4. O -0.416
5. C -0.627

---

No. 7
ORCA calculation (ωB97M-V/def2-TZVPD) on a structure of composition C3HClFO2 at a distorted geometry.

CARTESIAN COORDINATES (ANGSTROEM)
Cl1 1.436 2.462 0.459
F1 2.546 -0.885 -0.942
O1 3.864 -2.124 0.487
O2 4.766 -0.364 -0.674
C1 0.521 1.132 0.931
C2 0.758 -0.105 0.935
C3 4.072 -1.203 -0.250
H1 0.707 -1.103 1.005

For the total energy, the calculation gives -22461.1257 eV. The largest force on an atom comes out at 6.43 eV Å⁻¹. As for the total charge: -1.

Mulliken atomic charge list, values in e, 5 entries:
1. Cl -0.099
2. F -0.560
3. O -0.571
4. O -0.511
5. C -0.256

---

No. 8
ORCA calculation (ωB97M-V/def2-TZVPD) on a structure of composition CH18O15P2 at a distorted geometry.

CARTESIAN COORDINATES (ANGSTROEM)
P1 1.553 -2.244 0.999
P2 -3.856 -0.650 0.445
O1 -2.711 2.850 -1.618
O2 0.963 -2.389 -0.400
O3 1.360 3.448 0.231
O4 3.052 -2.662 1.142
O5 2.546 -0.291 3.478
O6 -2.823 0.499 0.777
O7 -4.615 -0.312 -0.858
O8 -1.333 -2.024 -1.420
O9 -0.684 0.343 -2.118
O10 -3.096 -2.005 0.479
O11 3.520 0.694 0.510
O12 0.830 -3.136 2.039
O13 1.494 -0.716 1.401
O14 -4.859 -0.548 1.639
O15 -0.398 0.667 0.177
C1 0.293 0.551 -3.064
H1 1.738 -0.195 4.019
H2 2.635 0.262 0.695
H3 2.760 -1.241 3.633
H4 -1.375 0.457 0.559
H5 2.130 -0.366 2.466
H6 1.323 0.457 -2.677
H7 -1.186 -1.050 -1.783
H8 -0.448 0.540 -0.826
H9 0.879 3.050 0.966
H10 0.187 -0.148 -3.918
H11 2.267 3.520 0.542
H12 -2.000 3.398 -1.275
H13 0.214 -0.014 0.620
H14 -0.385 -2.296 -1.088
H15 -2.269 2.080 -2.011
H16 4.104 -0.066 0.413
H17 0.228 1.556 -3.537
H18 -2.040 -2.018 -0.641

For the total energy, the calculation gives -50613.1749 eV. The largest force on an atom comes out at 5.16 eV Å⁻¹. As for the total charge: -4.

Mulliken atomic charge list, values in e, 5 entries:
1. P 0.493
2. P 0.628
3. O -0.644
4. O -0.733
5. O -0.615

---

No. 9
ORCA calculation (ωB97M-V/def2-TZVPD) on a structure of composition C45H49BCl2N11O3S3Zr at a distorted geometry.

CARTESIAN COORDINATES (ANGSTROEM)
Zr1 0.038 -1.603 -0.242
Cl1 6.642 -0.272 -2.100
Cl2 6.946 -1.469 0.817
S1 -2.223 1.995 1.077
S2 0.964 1.061 1.271
S3 -1.636 1.733 -1.779
O1 -1.346 -0.151 -0.018
O2 1.989 -0.546 -3.786
O3 2.642 -2.771 2.841
N1 0.283 4.878 0.051
N2 2.272 3.005 0.755
N3 -0.639 -2.830 1.540
N4 2.259 2.611 -1.857
N5 1.000 2.400 -1.437
N6 -0.215 3.679 0.415
N7 1.805 -2.064 0.802
N8 -0.753 -2.194 -2.276
N9 -1.333 1.231 -0.191
N10 3.073 4.045 0.677
N11 1.558 -1.051 -1.571
C1 -1.559 5.883 1.149
C2 1.283 -0.995 -2.913
C3 4.284 -1.761 0.776
C4 3.616 1.784 2.307
C5 -0.941 7.987 -0.925
C6 0.340 -3.081 2.426
C7 -1.899 -3.192 1.836
C8 4.879 2.947 -2.386
C9 5.404 -1.317 0.076
C10 -0.373 5.963 0.375
C11 0.494 8.150 1.132
C12 0.003 2.163 -2.286
C13 4.178 3.987 1.405
C14 -2.213 -3.837 3.015
C15 4.391 2.055 -4.674
C16 5.270 -0.777 -1.195
C17 3.022 -1.614 0.224
C18 -1.900 -2.829 -2.555
C19 -1.197 -4.099 3.927
C20 -0.046 -1.637 -3.277
C21 1.737 -2.623 2.055
C22 -2.112 4.674 1.458
C23 0.101 -3.703 3.636
C24 -1.637 -2.386 -4.883
C25 0.201 2.266 -3.685
C26 4.007 -0.648 -1.768
C27 4.273 6.289 2.228
C28 2.510 2.694 -3.142
C29 0.157 7.299 -0.102
C30 -3.401 4.519 2.195
C31 5.300 5.747 0.000
C32 3.926 3.018 -3.574
C33 -1.401 3.537 0.994
C34 -0.460 -1.709 -4.592
C35 6.399 4.988 2.099
C36 -0.926 2.083 -4.647
C37 1.471 2.558 -4.088
C38 -2.371 -2.953 -3.850
C39 2.888 -1.041 -1.059
C40 4.482 2.850 2.189
C41 3.815 0.628 3.223
C42 3.894 4.452 -4.126
C43 5.049 5.238 1.422
C44 1.403 7.111 -0.965
C45 2.471 1.933 1.520
B1 0.881 2.608 0.118
H1 -0.386 8.374 1.736
H2 3.319 6.521 1.755
H3 3.914 -0.252 -2.763
H4 3.705 2.002 -5.520
H5 3.261 4.542 -5.010
H6 4.902 4.747 -4.416
H7 4.421 -2.230 1.736
H8 2.186 6.577 -0.431
H9 6.299 4.746 3.158
H10 4.082 5.951 3.249
H11 -3.289 -3.491 -4.037
H12 3.476 -0.302 2.768
H13 -3.773 5.489 2.514
H14 -1.492 1.175 -4.435
H15 -4.157 4.057 1.557
H16 0.908 9.103 0.805
H17 5.415 2.830 2.736
H18 1.698 2.654 -5.142
H19 4.604 3.670 -1.624
H20 5.929 5.056 -0.560
H21 -3.235 -4.125 3.213
H22 4.863 0.521 3.493
H23 -2.054 6.796 1.453
H24 4.858 7.208 2.285
H25 4.890 1.955 -1.935
H26 -1.619 2.927 -4.604
H27 -1.418 -4.605 4.857
H28 -2.445 -3.260 -1.722
H29 -0.543 2.015 -5.663
H30 -0.575 8.952 -1.272
H31 1.233 7.661 1.768
H32 3.242 0.784 4.139
H33 -1.843 8.175 -0.341
H34 5.827 6.700 0.054
H35 -3.278 3.897 3.084
H36 0.929 -3.868 4.311
H37 6.997 5.896 2.039
H38 4.372 5.903 -0.549
H39 0.160 -1.267 -5.360
H40 4.538 1.047 -4.290
H41 3.539 5.156 -3.370
H42 6.965 4.195 1.605
H43 5.891 3.170 -2.727
H44 -1.211 7.396 -1.801
H45 -2.666 -2.944 1.111
H46 -1.977 -2.480 -5.906
H47 1.178 6.548 -1.873
H48 1.781 8.089 -1.261
H49 5.350 2.399 -5.061

For the total energy, the calculation gives -129483.4034 eV. The largest force on an atom comes out at 1.17 eV Å⁻¹. As for the total charge: +3.

Mulliken atomic charge list, values in e, 5 entries:
1. Zr 1.237
2. Cl -0.114
3. Cl -0.169
4. S -0.264
5. S -0.057

---

No. 10
ORCA calculation (ωB97M-V/def2-TZVPD) on a cluster of 2 separate species, C4H8S2 in total at a distorted geometry.

CARTESIAN COORDINATES (ANGSTROEM)
S1 1.626 -0.439 0.008
S2 -2.152 -0.514 -0.401
C1 -0.812 0.101 0.579
C2 4.063 0.912 0.500
C3 -2.538 -2.187 0.320
C4 2.626 0.810 0.356
H1 -0.937 1.158 0.748
H2 4.769 0.708 -0.332
H3 4.462 1.980 0.712
H4 -0.524 -0.556 1.455
H5 -2.647 -2.818 -0.558
H6 -3.489 -2.255 0.959
H7 4.131 0.255 1.429
H8 -1.657 -2.482 0.926

For the total energy, the calculation gives -25943.1750 eV. The largest force on an atom comes out at 3.48 eV Å⁻¹.

Mulliken atomic charge list, values in e, 5 entries:
1. S -0.088
2. S -0.046
3. C -0.769
4. C -0.525
5. C -0.698

---

No. 11
ORCA calculation (ωB97M-V/def2-TZVPD) on a cluster of 14 separate species, H28O14 in total at a distorted geometry.

CARTESIAN COORDINATES (ANGSTROEM)
O1 11.517 -18.748 -10.683
O2 9.210 -17.147 -11.231
O3 7.511 -21.289 -8.336
O4 8.120 -20.093 -11.624
O5 8.474 -22.793 -10.760
O6 10.612 -21.006 -12.767
O7 9.007 -19.626 -15.152
O8 7.643 -18.808 -9.390
O9 10.782 -18.045 -13.769
O10 6.063 -22.016 -12.600
O11 4.895 -20.599 -9.478
O12 7.179 -18.441 -13.627
O13 6.160 -16.592 -11.581
O14 10.172 -19.554 -7.816
H1 8.009 -19.458 -12.331
H2 12.162 -18.221 -11.154
H3 9.593 -19.936 -8.475
H4 8.019 -23.594 -11.019
H5 9.391 -20.500 -15.223
H6 6.431 -18.322 -14.211
H7 8.674 -17.686 -10.648
H8 7.417 -18.178 -8.707
H9 10.932 -19.248 -8.312
H10 5.118 -22.074 -12.461
H11 6.186 -21.191 -13.070
H12 7.501 -21.895 -9.077
H13 10.224 -18.135 -12.997
H14 7.984 -22.090 -11.188
H15 7.975 -19.588 -10.823
H16 9.861 -20.713 -12.251
H17 10.681 -18.318 -10.860
H18 7.176 -21.802 -7.602
H19 4.880 -21.470 -9.082
H20 8.861 -19.354 -16.059
H21 5.448 -20.697 -10.253
H22 7.859 -18.822 -14.182
H23 5.489 -17.235 -11.351
H24 7.494 -19.664 -8.987
H25 6.684 -17.023 -12.256
H26 11.357 -20.534 -12.396
H27 8.759 -16.303 -11.259
H28 10.259 -18.403 -14.486

For the total energy, the calculation gives -29110.4418 eV. The largest force on an atom comes out at 2.30 eV Å⁻¹. As for the total charge: +1. The spin multiplicity is 2.

Mulliken atomic charge list, values in e, 5 entries:
1. O -0.581
2. O -0.684
3. O -0.599
4. O -0.036
5. O -0.679